(1)
# C54H135N9O18

9 unconnected molecules or ions with the total composition C54H135N9O18 in a non-equilibrium geometry (ωB97M-V with the def2-TZVPD basis set, OMol25).

Each line ends with the Mulliken charge.
Element x y z (Å)
C 4.97756 0.21819 -2.69751  -0.83
O 6.06943 1.13168 -2.98382  -0.36
C 6.54041 1.31391 -4.29795  -0.54
C 7.73793 2.32758 -4.17772  -0.61
N 8.47676 2.12019 -5.50492  -0.22
C 9.63540 2.95855 -5.52342  -0.68
C 10.26871 2.68547 -6.86639  -0.63
O 10.73584 1.33147 -6.88288  -0.31
C 11.39734 1.00930 -8.01751  -0.76
H 4.89738 0.12271 -1.61467  0.21
H 5.13680 -0.79111 -3.07708  0.47
H 3.96185 0.38951 -3.05400  0.42
H 5.68139 1.63243 -4.88848  0.36
H 6.73864 0.36757 -4.80117  0.28
H 8.37632 2.16431 -3.30945  0.35
H 7.30915 3.32335 -4.06506  0.27
H 8.71593 1.16501 -5.72970  0.29
H 10.37282 2.89337 -4.72338  0.36
H 9.44918 4.03160 -5.47891  0.37
H 11.10770 3.37020 -6.99032  0.45
H 9.58416 2.80765 -7.70577  0.33
H 10.86882 1.12889 -8.96327  0.31
H 11.59802 -0.05451 -7.89049  0.25
H 12.35588 1.52818 -8.01022  0.30
C 2.81341 6.39604 -2.30370  -0.72
O 3.66977 6.64702 -1.16502  -0.43
C 4.37273 5.52960 -0.74859  -0.63
C 3.37260 4.86592 0.31161  -0.04
N 3.63716 5.45908 1.61965  -0.48
C 2.81208 4.76253 2.61848  -0.55
C 1.56414 5.58023 2.89677  -0.60
O 0.57275 5.17479 2.01557  -0.21
C -0.78772 5.01384 2.47682  -1.03
H 1.76366 6.23428 -2.05883  0.20
H 3.24356 5.75057 -3.06949  0.30
H 2.62247 7.38896 -2.71083  0.38
H 5.22805 5.97920 -0.24422  0.34
H 4.64933 4.98257 -1.64990  0.40
H 3.78398 3.87183 0.48665  0.18
H 2.31831 4.82846 0.03745  0.24
H 3.15151 6.34300 1.56557  0.31
H 3.40672 4.93333 3.51588  0.37
H 2.74878 3.69656 2.39982  0.13
H 1.63381 6.65599 2.73554  0.31
H 1.21376 5.37061 3.90741  0.46
H -1.40195 5.08763 1.57939  0.29
H -1.09140 5.77672 3.19368  0.64
H -1.05437 4.05690 2.92545  0.19
C 0.26090 3.18191 -6.62251  -0.61
O 1.35956 3.56823 -5.88228  -0.43
C 1.26578 3.35319 -4.44451  -0.38
C 0.34172 4.31732 -3.67676  -0.19
N -1.05163 3.91997 -3.75876  -0.21
C -1.92101 4.62981 -2.81243  -0.32
C -3.22516 3.86068 -2.74814  -0.98
O -2.89848 2.61720 -2.06014  0.11
C -3.94672 1.66364 -2.00815  -0.69
H -0.68420 3.57655 -6.24950  0.26
H 0.31754 2.09402 -6.65976  0.21
H 0.35914 3.63154 -7.61058  0.27
H 2.28512 3.53364 -4.10320  0.26
H 1.03514 2.31636 -4.19982  0.28
H 0.31821 5.32533 -4.09082  0.30
H 0.55461 4.20140 -2.61405  0.02
H -1.17170 2.91726 -3.77493  0.31
H -2.32239 5.61315 -3.05745  0.30
H -1.55297 4.64944 -1.78663  0.12
H -3.70089 3.70564 -3.71651  0.40
H -4.02128 4.22195 -2.09716  0.49
H -4.23413 1.14199 -2.92104  0.29
H -4.82430 1.98405 -1.44664  0.40
H -3.56303 0.83092 -1.41870  -0.09
C 3.38536 -11.58563 5.04354  -0.77
O 3.00083 -10.30877 5.52374  -0.33
C 3.01507 -9.30354 4.55936  -0.48
C 2.97727 -7.91123 5.18230  -0.55
N 2.84121 -6.93491 4.11194  -0.21
C 2.64407 -5.52038 4.55043  -0.66
C 2.62244 -4.58948 3.32899  -0.23
O 2.56014 -3.20719 3.61589  -0.43
C 1.21833 -2.60421 3.68486  0.06
H 2.84203 -11.81276 4.12631  0.32
H 3.22611 -12.40380 5.74591  0.29
H 4.43486 -11.80227 4.84426  0.31
H 2.22529 -9.22764 3.81197  0.28
H 3.92185 -9.35054 3.95633  0.35
H 3.88548 -7.67877 5.73837  0.29
H 2.09564 -8.02039 5.81390  0.27
H 2.08144 -7.25395 3.52793  0.21
H 3.46761 -5.20020 5.18869  0.36
H 1.71369 -5.40133 5.10568  0.29
H 1.95005 -4.90128 2.52976  0.11
H 3.63462 -4.62668 2.92623  0.31
H 0.55876 -3.27382 4.23685  0.25
H 0.91116 -2.29785 2.68491  -0.42
H 1.19511 -1.67389 4.25237  0.31
C -4.01960 6.38513 8.56886  -0.62
O -4.22225 4.92755 8.67826  -0.41
C -5.25351 4.46096 7.80215  -0.79
C -5.08157 4.92008 6.40484  -0.47
N -3.88442 4.33351 5.78440  -0.07
C -3.47633 4.69871 4.47348  -0.88
C -4.52492 4.58612 3.34240  0.43
O -4.61089 5.64199 2.35373  -0.50
C -5.74841 5.30578 1.53574  -0.69
H -4.89235 7.01923 8.72481  0.30
H -3.52008 6.56950 7.61776  0.19
H -3.23274 6.75639 9.22545  0.29
H -6.12647 4.96077 8.22194  0.46
H -5.42051 3.38813 7.89829  0.32
H -5.14380 6.00269 6.29444  0.36
H -5.98108 4.55709 5.90765  0.17
H -3.09562 4.15468 6.38931  0.28
H -2.67565 3.97106 4.34105  0.37
H -3.00764 5.68272 4.46161  0.42
H -5.47812 4.33589 3.80813  -0.07
H -4.29269 3.67110 2.79752  0.17
H -6.65959 5.18257 2.12112  0.32
H -5.61838 4.42426 0.90796  0.19
H -5.94866 6.22566 0.98636  0.32
C -1.83433 1.82095 1.45515  -0.33
O -0.47350 1.67790 1.45359  -0.52
C 0.23609 1.99117 0.16144  0.46
C 1.73774 1.65632 0.07796  -1.51
N 2.15128 0.36254 -0.48440  0.30
C 1.78297 -0.85998 0.36299  -1.22
C 2.53124 -2.11103 -0.08169  1.50
O 3.92934 -1.97857 -0.21067  -0.52
C 4.50478 -3.20834 -0.68231  -0.60
H -2.37965 2.09112 2.35944  -0.15
H -2.28029 0.82642 1.46651  0.18
H -2.19389 2.49243 0.67545  0.32
H -0.05464 3.00686 -0.10683  0.53
H -0.25165 1.39784 -0.61198  -0.16
H 2.20424 1.85908 1.04200  0.55
H 2.16605 2.39530 -0.59922  0.24
H 3.14224 0.32946 -0.67674  -0.12
H 0.72485 -1.09997 0.46734  0.34
H 2.07249 -0.56272 1.37092  0.55
H 2.03373 -2.51035 -0.96550  -0.38
H 2.43564 -2.78731 0.76778  -0.39
H 4.31887 -3.31541 -1.75098  0.10
H 4.10091 -4.03658 -0.10006  0.28
H 5.55260 -3.24448 -0.38419  0.33
C 1.88394 -2.10726 -3.80499  -0.50
O 1.31020 -3.25830 -4.38953  -0.50
C 1.99302 -4.44625 -3.87416  -0.02
C 1.81124 -5.60507 -4.87761  -0.57
N 2.30569 -5.12049 -6.14320  -0.31
C 2.14984 -6.01440 -7.32344  -1.11
C 0.77255 -6.63291 -7.50811  -0.27
O 0.69612 -7.75336 -6.56699  -0.31
C -0.55715 -8.44550 -6.61577  -0.88
H 1.37926 -1.82542 -2.88089  -0.03
H 1.42491 -1.26818 -4.32780  0.36
H 2.96362 -1.98648 -3.71659  0.38
H 1.56809 -4.77477 -2.92568  0.23
H 3.03717 -4.26077 -3.62227  0.19
H 0.74352 -5.81734 -4.82262  0.26
H 2.40913 -6.41101 -4.45207  0.27
H 1.81899 -4.25868 -6.34448  0.26
H 2.95107 -6.74352 -7.20305  0.37
H 2.51708 -5.46504 -8.19030  0.42
H 0.58486 -7.10465 -8.47265  0.49
H 0.00126 -5.88652 -7.31804  0.30
H -0.47001 -9.38821 -7.15596  0.30
H -1.49107 -7.89912 -6.74754  0.36
H -0.76779 -8.72015 -5.58219  0.29
C -4.52860 0.64850 4.48949  0.25
O -5.78441 0.79439 3.83660  -0.29
C -6.82134 0.95872 4.78361  -0.60
C -8.07648 1.62610 4.17471  -0.39
N -8.76498 0.78632 3.22932  -0.34
C -9.81550 1.39377 2.38924  -0.66
C -10.47173 0.49323 1.31743  -0.51
O -9.43191 -0.28318 0.69570  -0.24
C -9.99483 -1.23199 -0.22040  -0.75
H -4.66611 -0.16224 5.20496  0.36
H -4.32132 1.68037 4.77301  -0.07
H -3.73681 0.26974 3.84319  -0.34
H -6.46910 1.54050 5.63540  0.38
H -7.14281 -0.00794 5.17133  0.37
H -7.72005 2.55908 3.73812  0.15
H -8.71116 1.86387 5.02838  0.31
H -8.07054 0.31444 2.66790  0.26
H -9.37568 2.28210 1.93590  0.32
H -10.64356 1.64254 3.05296  0.30
H -10.92536 1.08395 0.52159  0.37
H -11.08661 -0.19773 1.89413  0.37
H -10.64808 -1.90578 0.33402  0.31
H -9.14566 -1.78895 -0.61639  0.22
H -10.54915 -0.76665 -1.03544  0.28
C -2.83457 -2.53230 3.92108  -0.59
O -1.71428 -3.50287 4.06269  -0.31
C -1.97349 -4.76190 3.49234  -0.80
C -2.09899 -4.77219 1.95625  -0.39
N -0.72764 -4.54731 1.33099  0.16
C -0.76000 -4.62524 -0.21363  -0.88
C -1.82457 -3.76524 -0.94838  -0.61
O -1.56392 -2.40044 -0.45249  0.09
C -1.98197 -1.41339 -1.39621  -0.55
H -3.67413 -3.22745 3.92275  0.38
H -2.89604 -1.96947 2.98966  0.11
H -2.95669 -1.72481 4.64298  0.25
H -2.81387 -5.22252 4.01166  0.43
H -1.05028 -5.27169 3.76782  0.22
H -2.85778 -4.08893 1.57480  0.32
H -2.41645 -5.77407 1.66719  0.46
H -0.46726 -3.59715 1.55347  -0.23
H -0.97997 -5.66492 -0.45608  0.43
H 0.27146 -4.43610 -0.51097  0.17
H -2.89665 -3.96135 -0.93147  0.41
H -1.50702 -3.85663 -1.98709  0.45
H -1.60475 -0.42139 -1.14772  -0.33
H -3.06406 -1.30685 -1.47253  0.40
H -1.60697 -1.43568 -2.41943  0.36

Properties
E_LUMO = 0.01329 Ha
total charge = 0
HOMO level = -8.60 eV
molar mass = 1198.72 Da
energy relative to the best compared isomer or geometry (same formula, charge and spin) = 9.9425 eV

(2)
# CH2Cl4OP2

CH2Cl4OP2 in the gas phase in a non-equilibrium geometry (ωB97M-V with the def2-TZVPD basis set, OMol25).

Each line ends with the Mulliken charge.
Element x y z (Å)
C 2.07132 0.05961 0.24004  -0.69
P 0.56058 -0.59551 0.04859  0.68
Cl 0.18237 -1.94186 1.48850  -0.17
Cl -0.30074 -1.58299 -1.76791  -0.29
O -0.44863 0.67909 0.30048  -0.16
P -1.86812 0.89246 -0.59995  0.40
Cl -3.08316 -0.41401 0.14488  -0.11
Cl -2.36593 2.56538 0.41075  -0.19
H 2.26614 0.81697 -0.63899  0.21
H 2.98619 -0.47913 0.37361  0.31

Properties
E_LUMO = -0.01586 Ha
total charge = 0
HOMO level = -9.10 eV
molar mass = 233.79 Da
energy relative to the best compared isomer or geometry (same formula, charge and spin) = 0.2593 eV